[1]
This record from the Open Molecules 2025 dataset describes a cluster of 3 separate species, C4H16NO2S in total in a non-equilibrium geometry. The level of theory is ωB97M-V with the def2-TZVPD basis set.

E = -20821.6566 eV
net charge = +1

Last column: natural (NBO) charge in e.
Atoms and positions in Å:
C1 1.457 -0.084 1.222  -0.4462
O1 -2.912 0.527 -0.017  -0.9760
H1 -0.153 2.466 0.609  0.4460
H2 1.338 -0.172 -0.965  0.2076
H3 1.714 -0.712 2.084  0.2544
H4 2.575 -1.071 -0.249  0.2547
C2 0.189 0.662 1.611  -0.2272
H5 -0.582 0.069 2.094  0.2321
H6 -1.337 -3.011 -1.296  0.2506
S1 0.581 -2.340 -0.124  0.2169
N1 -0.398 1.481 0.512  -0.7064
H7 -3.609 0.937 -0.545  0.5046
H8 1.395 3.667 -0.775  0.4845
O2 0.517 3.521 -1.147  -0.9760
H9 0.462 1.392 2.368  0.2253
H10 2.313 0.587 1.392  0.2232
H11 -0.174 1.312 -0.472  0.4443
H12 -1.442 1.433 0.440  0.4756
H13 -3.341 -0.220 0.426  0.5065
H14 -0.442 -1.858 -2.271  0.2221
H15 -1.449 -1.282 -0.934  0.2029
C3 1.531 -0.813 -0.098  -0.5664
H16 0.658 3.554 -2.102  0.4988
C4 -0.788 -2.082 -1.263  -0.7519

Cartesian forces, eV/Å:
C 0.7 0.6 1.3
O -0.3 -0.1 0.0
H 0.0 0.0 0.0
H -0.4 0.0 0.1
H -0.6 -0.6 -0.3
H 0.1 -0.3 0.0
C 0.3 0.1 0.3
H -0.1 -0.3 -0.6
H -0.1 -0.3 0.1
S -0.1 -0.6 0.2
N -1.3 0.9 -0.7
H 0.0 0.0 0.0
H 0.0 0.2 -0.1
O 0.3 -0.2 0.0
H 0.0 0.0 0.1
H -0.2 0.4 -0.9
H 0.8 -0.6 0.3
H 0.3 -0.3 0.6
H 0.1 0.2 0.0
H 0.1 -0.1 0.0
H -0.1 -0.1 0.0
C 0.3 0.2 -0.2
H -0.1 0.1 0.0
C 0.2 0.8 -0.2

[2]
This record from the Open Molecules 2025 dataset describes a cluster of 4 separate species, C4H16NO3 in total in a non-equilibrium geometry. The level of theory is ωB97M-V with the def2-TZVPD basis set.

E = -12033.1316 eV
net charge = +1

Last column: natural (NBO) charge in e.
Atoms and positions in Å:
H1 -1.452 -3.078 1.719  0.4953
H2 -0.638 -2.996 0.410  0.4959
O1 0.504 -0.338 -1.939  -0.9724
H3 -2.680 -0.747 0.318  0.4560
H4 -1.666 -1.003 -0.977  0.4653
H5 2.195 -2.839 1.281  0.4887
H6 2.933 -2.551 -0.072  0.4896
H7 1.369 3.694 0.068  0.2341
N1 -2.190 -0.294 -0.455  -0.6806
H8 -1.907 1.797 -0.069  0.2263
H9 0.078 2.864 -0.809  0.2066
H10 0.347 -0.314 0.833  0.2397
C1 0.994 2.709 -0.245  -0.5978
C2 0.697 1.829 0.973  -0.4637
H11 -0.022 2.269 1.708  0.2293
C3 -0.158 0.670 0.584  -0.0869
H12 -2.923 0.043 -1.089  0.4357
H13 1.506 1.490 1.667  0.2326
O2 -1.403 -2.623 0.873  -0.9867
H14 1.642 2.177 -0.949  0.2182
C4 -1.372 0.823 0.047  -0.1278
O3 2.080 -2.533 0.373  -0.9755
H15 0.833 -0.375 -2.850  0.4910
H16 1.234 -0.674 -1.398  0.4872

Cartesian forces, eV/Å:
H 0.0 -0.1 0.0
H -0.1 0.0 0.2
O 0.2 -0.3 -0.3
H 0.2 -0.4 0.0
H 0.3 0.1 0.3
H 0.3 0.1 -0.3
H 0.1 -0.2 0.3
H 0.2 -0.5 -0.3
N -0.6 0.0 -0.1
H 0.8 -0.9 0.1
H -0.1 0.2 0.1
H -1.2 0.8 -0.9
C 0.2 0.1 0.5
C -1.4 0.1 1.7
H 0.8 0.8 -0.5
C 0.2 -1.7 0.0
H 0.3 0.1 0.1
H -0.2 0.4 -1.2
O 0.1 0.1 -0.2
H 0.3 0.3 0.3
C 0.4 0.8 0.3
O -0.5 0.2 0.0
H -0.1 0.0 0.2
H -0.2 0.0 -0.1